# 1
A cluster of 2 separate species, C5H10ClN3O5P in total at a distorted geometry. Source: OMol25; level of theory: the ωB97M-V functional and the def2-TZVPD basis.

```
! RIJCOSX wB97M-V def2-TZVPD def2/J DEFGRID3
* xyz -1 1
C 0.898 -1.615 -0.343
C -0.168 -0.039 2.740
C -0.181 -0.389 -2.078
C -1.220 0.717 -1.990
C -1.277 0.060 1.825
N -2.374 -0.111 1.432
N 1.647 -1.750 0.819
N 0.527 -0.358 -0.820
O 0.209 1.933 0.602
O 2.442 0.746 0.574
O 0.592 -2.617 -0.912
O -3.394 -0.140 0.727
O 1.542 2.007 -1.573
P 1.399 1.162 -0.357
Cl -2.177 0.811 -3.446
H 0.000 -1.109 2.935
H 0.614 0.349 2.205
H -0.348 0.613 3.576
H 0.568 -0.217 -2.914
H -0.545 -1.492 -2.172
H -0.591 1.641 -1.912
H -1.963 0.670 -1.172
H -0.219 2.671 0.048
H 1.986 -0.905 1.180
H 2.033 -2.641 1.029
*
```

Results
* HOMO level: -5.959 eV
* energy above the lowest of the compared OMol25 structures with the same formula, charge and spin: 0.000 eV
* gap between HOMO and LUMO: 9.2127 eV
* DFT total energy: -1538.67563 Eh

Löwdin atomic charge list, values in e, 2 entries:
1. C -0.6151
2. C -0.0525


# 2
A structure of composition C35H40AsCrN2 at a distorted geometry. Source: OMol25; level of theory: the ωB97M-V functional and the def2-TZVPD basis.

```
! RIJCOSX wB97M-V def2-TZVPD def2/J DEFGRID3
* xyz 0 2
Cr -2.563 -0.402 -0.042
C -4.239 0.651 1.032
C -4.931 -0.466 0.518
C -4.539 -1.601 1.259
C -3.539 -1.217 2.155
C -3.338 0.181 2.019
H -4.481 1.690 0.852
H -5.744 -0.429 -0.192
H -4.943 -2.595 1.145
H -3.067 -1.851 2.893
H -2.789 0.809 2.711
C -3.178 2.122 -2.080
C -3.149 0.756 -2.683
C -3.287 0.375 -3.989
C -3.273 -1.043 -4.002
C -3.121 -1.451 -2.706
C -3.107 -2.839 -2.157
N -3.030 -0.355 -1.882
H -3.254 2.872 -2.862
H -2.281 2.316 -1.481
H -4.053 2.214 -1.434
H -3.385 1.013 -4.847
H -3.355 -1.672 -4.869
H -3.473 -3.533 -2.908
H -3.754 -2.896 -1.279
H -2.100 -3.154 -1.876
C 4.751 -0.730 -3.975
C 3.724 -0.278 -2.982
C 4.073 0.179 -1.724
C 3.132 0.581 -0.782
C 3.692 1.044 0.534
C 1.761 0.533 -1.099
As 0.140 1.048 0.037
N -0.735 -0.582 0.222
C -0.109 -1.781 0.423
C -0.884 -2.950 0.504
C -0.296 -4.190 0.624
C 1.085 -4.311 0.687
C 1.862 -3.166 0.673
C 1.275 -1.924 0.568
C 0.876 1.558 1.832
C 0.793 0.879 3.051
C 0.059 -0.417 3.240
C 1.381 1.430 4.187
C 2.022 2.654 4.168
C 2.690 3.203 5.390
C 2.002 3.372 2.980
C 1.426 2.854 1.836
C 1.365 3.725 0.612
C 1.405 0.096 -2.386
C -0.004 0.033 -2.899
C 2.378 -0.310 -3.290
H 5.755 -0.635 -3.568
H 4.684 -0.135 -4.886
H 4.584 -1.772 -4.250
H 5.122 0.218 -1.461
H 4.731 0.730 0.627
H 3.139 0.647 1.381
H 3.672 2.131 0.601
H -1.965 -2.860 0.485
H -0.921 -5.073 0.653
H 1.548 -5.281 0.772
H 2.938 -3.229 0.736
H 1.891 -1.042 0.601
H -0.762 -0.516 2.534
H -0.354 -0.461 4.248
H 0.722 -1.274 3.117
H 1.321 0.886 5.120
H 2.592 2.513 6.225
H 2.252 4.158 5.676
H 3.750 3.370 5.202
H 2.439 4.359 2.954
H 1.949 4.631 0.763
H 0.325 4.009 0.423
H 1.736 3.206 -0.277
H -0.726 0.392 -2.170
H -0.265 -0.994 -3.167
H -0.102 0.637 -3.802
H 2.055 -0.659 -4.260
*
```

Results
* HOMO level (alpha / beta): -7.238 / -7.239 eV
* gap between HOMO and LUMO (alpha / beta): 6.8310 / 7.1630 eV
* DFT total energy: -4747.38012 Eh

Löwdin atomic charge list, values in e, 2 entries:
1. Cr 0.7587
2. C -0.1971


- Which formula does entry 1 have?
  C5H10ClN3O5P


Copy entry 1 word for word.
A cluster of 2 separate species, C5H10ClN3O5P in total at a distorted geometry. Source: OMol25; level of theory: the ωB97M-V functional and the def2-TZVPD basis.

```
! RIJCOSX wB97M-V def2-TZVPD def2/J DEFGRID3
* xyz -1 1
C 0.898 -1.615 -0.343
C -0.168 -0.039 2.740
C -0.181 -0.389 -2.078
C -1.220 0.717 -1.990
C -1.277 0.060 1.825
N -2.374 -0.111 1.432
N 1.647 -1.750 0.819
N 0.527 -0.358 -0.820
O 0.209 1.933 0.602
O 2.442 0.746 0.574
O 0.592 -2.617 -0.912
O -3.394 -0.140 0.727
O 1.542 2.007 -1.573
P 1.399 1.162 -0.357
Cl -2.177 0.811 -3.446
H 0.000 -1.109 2.935
H 0.614 0.349 2.205
H -0.348 0.613 3.576
H 0.568 -0.217 -2.914
H -0.545 -1.492 -2.172
H -0.591 1.641 -1.912
H -1.963 0.670 -1.172
H -0.219 2.671 0.048
H 1.986 -0.905 1.180
H 2.033 -2.641 1.029
*
```

Results
* HOMO level: -5.959 eV
* energy above the lowest of the compared OMol25 structures with the same formula, charge and spin: 0.000 eV
* gap between HOMO and LUMO: 9.2127 eV
* DFT total energy: -1538.67563 Eh

Löwdin atomic charge list, values in e, 2 entries:
1. C -0.6151
2. C -0.0525


- Which formula does entry 1 have?
  C5H10ClN3O5P